1.
A cluster of 2 separate species, C8H15NO in total at a distorted geometry. Source: the OMol25 dataset; level of theory: ωB97M-V/def2-TZVPD.

Its net charge is 0. Its spin multiplicity is 1. As for the SMILES: C#C[C@](C)(O)C(C)C.C=N.

The geometry in XYZ format:
```
25
Properties=species:S:1:pos:R:3:forces:R:3:lowdin_charge:R:1
C 0.58738 0.44379 -0.85635 -0.14 -0.06 -0.23 -0.362
C -1.62884 -0.84945 -1.19105 0.20 0.01 0.23 -0.006
C 1.12956 -0.07714 -2.18779 0.02 -0.03 0.29 -0.066
C 0.05074 1.86501 -1.01331 0.09 -0.16 0.11 -0.066
C -0.44902 -0.55445 -0.25548 0.06 0.79 0.56 -0.576
O 0.17345 -1.76862 0.03754 1.11 -0.44 1.45 -0.059
H 1.42220 0.46696 -0.14500 -0.07 -0.05 0.03 0.128
H -2.12954 0.06744 -1.49242 -0.02 0.05 -0.03 0.086
H -1.27042 -1.38185 -2.06674 0.07 -0.03 -0.10 0.084
H -2.34137 -1.48594 -0.67064 0.00 0.00 0.02 0.091
H 0.38793 0.02408 -2.97788 -0.06 0.02 -0.09 0.077
H 0.84807 2.52396 -1.35430 0.02 0.06 -0.05 0.079
H 2.01311 0.48974 -2.47712 0.04 0.04 -0.06 0.078
H 1.40562 -1.12541 -2.09662 0.03 -0.06 -0.05 0.080
H -0.33525 2.24992 -0.07151 -0.02 0.08 0.02 0.067
H -0.75163 1.89956 -1.74839 -0.06 0.03 -0.08 0.077
C 0.96949 -0.12557 2.78827 1.26 -0.54 0.52 -0.106
N 1.31095 -1.28614 2.39758 -0.07 0.21 0.28 0.027
C -1.02714 0.06347 0.99808 -0.89 -0.12 -0.73 -0.095
C -1.74779 0.53551 1.83925 0.57 -0.26 -0.23 0.130
H 0.77534 -1.66936 0.89168 -1.10 0.01 -1.97 0.067
H 1.04727 -2.04468 3.02361 -0.19 0.20 0.14 0.077
H 1.33880 0.72162 2.22225 -0.37 0.14 -0.24 0.074
H 0.52174 0.09970 3.75620 -0.20 -0.10 -0.08 0.083
H -2.30065 0.91785 2.65015 -0.26 0.21 0.28 0.030
```
Forces are in eV/Å.

2.
A cluster of 2 separate species, C3H10NO2 in total at a distorted geometry. Source: the OMol25 dataset; level of theory: ωB97M-V/def2-TZVPD.

Its net charge is +1. Its spin multiplicity is 1.

The geometry in XYZ format:
```
16
Properties=species:S:1:pos:R:3:forces:R:3:lowdin_charge:R:1
O -1.94218 -1.35422 1.02031 0.12 -0.13 -0.08 0.095
C -1.72929 -0.19963 1.27088 -0.38 -0.05 0.26 -0.186
C -0.88186 0.63436 0.33659 0.00 0.59 0.18 -0.088
N -0.05161 -0.30799 -0.48305 -1.15 1.48 0.56 -0.003
C 0.07603 0.14876 -1.90749 0.79 -1.93 0.55 0.028
H -2.09454 0.26930 2.20199 -0.06 0.05 -0.28 0.148
H -1.46623 1.27768 -0.33198 -0.18 -0.27 0.22 0.146
H -0.28712 1.30459 0.95962 0.38 -0.12 -0.28 0.138
H 0.82638 -0.35330 0.05501 0.51 -0.51 -0.39 0.111
H -0.61530 -1.16441 -0.40190 0.42 -0.50 -0.11 0.151
H 0.59736 1.09551 -1.92013 -0.36 0.25 -0.29 0.111
H -0.90358 0.03814 -2.35042 -0.21 0.80 -0.13 0.111
H 0.67376 -0.63409 -2.38048 0.22 0.37 -0.17 0.108
H 2.59939 -0.98184 1.57031 -0.32 -0.07 0.02 0.081
H 2.98978 0.39971 1.15103 -0.34 0.16 -0.11 0.082
O 2.20901 -0.17256 1.20972 0.57 -0.12 0.04 -0.033
```
Forces are in eV/Å.

| no. | molecular weight (g mol⁻¹) | gap between HOMO and LUMO (eV) |
| --- | --- | --- |
| 1 | 141.21 | 10.421 |
| 2 | 92.12 | 11.609 |